{
  "formula": "C6H6O2",
  "method": "ωB97M-V with the def2-TZVPD basis set",
  "elements": ["O", "C", "O", "C", "C", "C", "C", "C", "H", "H", "H", "H", "H", "H"],
  "positions_angstrom": [[2.6868, -1.0509, 0.0244], [1.5546, -0.3204, 0.0324], [1.7575, 1.0049, 0.0346], [0.5513, 1.6931, -0.0046], [-0.4017, 0.7287, -0.0438], [0.2289, -0.5846, -0.0471], [-1.1173, -1.2323, 0.0419], [-1.7912, 0.1694, 0.0145], [3.4360, -0.4131, -0.2349], [0.5486, 2.7649, 0.1057], [-1.3922, -1.8913, -0.8510], [-1.2784, -1.7543, 1.0041], [-2.4284, 0.5372, 0.8499], [-2.3545, 0.3486, -0.9260]],
  "atomic_forces_ev_per_a": [[1.4, 1.3, -0.5], [-0.5, -0.5, -0.5], [0.6, 1.2, 0.0], [-0.9, -1.1, 0.2], [1.3, 0.0, 0.2], [0.2, 2.0, 0.2], [-1.0, -2.1, -0.3], [-0.9, 0.9, -0.7], [-1.6, -1.4, 0.6], [0.3, -0.1, -0.1], [0.3, 0.7, 1.4], [0.0, -0.1, -0.6], [0.5, -0.7, -0.4], [0.2, -0.1, 0.5]],
  "nbo_charge": [-0.66, 0.60, -0.45, 0.03, -0.06, -0.24, -0.38, -0.41, 0.50, 0.21, 0.22, 0.22, 0.22, 0.22],
  "e_above_lowest_kcal_mol": 46.1,
  "homo_lumo_gap_ev": 8.8,
  "spin_multiplicity": 1,
  "e_tot_ha": -382.6123,
  "charge": 0
}


{
  "formula": "HN2O3S",
  "method": "ωB97M-V with the def2-TZVPD basis set",
  "elements": ["N", "N", "O", "O", "O", "S", "H"],
  "positions_angstrom": [[0.9946, -1.1626, -0.9104], [-0.4032, -0.6366, -0.5230], [-1.3985, -1.0114, -1.0781], [-0.2546, 0.2650, 1.9681], [-0.6784, 2.0630, 0.3437], [0.1316, 0.8971, 0.6858], [1.6084, -0.4145, -0.4860]],
  "atomic_forces_ev_per_a": [[-4.8, 2.0, 1.1], [6.1, -1.3, -2.5], [0.2, -0.3, 0.6], [0.4, 0.6, -0.9], [0.0, -0.3, -0.2], [-0.8, 0.3, 2.1], [-1.0, -1.0, -0.1]],
  "nbo_charge": [-0.67, 0.13, -0.39, -0.98, -0.97, 1.59, 0.29],
  "e_above_lowest_kcal_mol": 101.7,
  "homo_lumo_gap_ev": 8.4,
  "spin_multiplicity": 1,
  "e_tot_ha": -733.9541,
  "charge": -1
}